Entry 1:
# C38H107N21O18

13 unconnected molecules or ions with the total composition C38H107N21O18 in a non-equilibrium geometry (ωB97M-V/def2-TZVPD, the OMol25 dataset).

Calculated values
LUMO level	0.21	eV
molar mass	1146.40	u
HOMO energy	-0.29532	Eh
orbital gap	8.24	eV
strongest force on any atom	8.670	eV Å⁻¹
energy relative to the best compared isomer or geometry (same formula, charge and spin)	161.3	kcal per mole

Geometry as XYZ:
```
184
C38H107N21O18, DFT ωB97M-V/def2-TZVPD
C -15.893 5.544 -2.263
O -14.660 5.692 -1.521
C -13.805 6.781 -2.019
C -12.318 6.461 -1.594
N -11.839 5.192 -2.107
C -10.448 4.993 -1.675
C -9.897 3.696 -2.169
O -9.655 3.792 -3.634
C -9.826 2.457 -4.334
H -15.675 4.946 -3.148
H -16.420 6.474 -2.476
H -16.496 5.026 -1.517
H -14.084 7.733 -1.566
H -13.831 6.980 -3.090
H -12.273 6.265 -0.523
H -11.637 7.309 -1.661
H -12.400 4.527 -1.595
H -10.178 4.976 -0.619
H -9.897 5.860 -2.038
H -10.545 2.850 -1.940
H -8.995 3.507 -1.587
H -9.532 1.508 -3.885
H -9.135 2.454 -5.177
H -10.819 2.488 -4.782
C 4.041 0.211 5.347
O 2.845 -0.395 4.969
C 2.900 -1.346 3.925
C 3.023 -0.765 2.500
N 1.864 0.076 2.251
C 2.234 0.942 1.104
C 1.027 1.000 0.128
O 1.536 1.838 -0.992
C 0.568 1.947 -2.003
H 4.368 0.973 4.639
H 4.870 -0.495 5.386
H 3.979 0.719 6.310
H 1.904 -1.757 4.087
H 3.612 -2.161 4.053
H 3.171 -1.522 1.730
H 3.938 -0.173 2.486
H 1.595 0.594 3.075
H 3.132 0.555 0.623
H 2.719 1.847 1.470
H 0.157 1.548 0.488
H 0.786 0.049 -0.348
H 1.063 2.454 -2.831
H -0.210 2.643 -1.692
H 0.295 0.949 -2.345
C 14.963 2.385 -1.294
O 15.314 1.660 -0.090
C 15.529 2.477 0.996
C 14.244 3.147 1.478
N 14.546 3.636 2.806
C 13.609 4.368 3.572
C 12.244 3.679 3.794
O 11.325 3.766 2.664
C 10.823 5.129 2.518
H 13.983 2.842 -1.159
H 15.005 1.925 -2.281
H 15.768 3.092 -1.491
H 16.345 3.187 0.857
H 15.957 1.650 1.562
H 13.538 2.321 1.396
H 14.009 3.936 0.763
H 14.928 2.989 3.482
H 13.383 5.368 3.202
H 14.031 4.624 4.544
H 11.798 4.134 4.679
H 12.474 2.656 4.089
H 10.968 5.802 3.363
H 9.754 5.045 2.320
H 11.314 5.604 1.668
C 3.490 -5.646 -10.271
O 2.727 -4.726 -9.477
C 2.127 -5.310 -8.328
C 0.983 -4.535 -7.831
N 0.035 -4.452 -8.941
C -1.013 -3.343 -8.877
C -2.053 -3.352 -9.994
O -3.402 -3.688 -9.545
C -3.500 -4.986 -8.974
H 3.919 -6.454 -9.679
H 4.324 -5.132 -10.748
H 2.783 -6.112 -10.957
H 2.734 -5.348 -7.424
H 1.837 -6.344 -8.510
H 1.134 -3.475 -7.629
H 0.588 -5.013 -6.934
H 0.443 -4.603 -9.853
H -0.532 -2.383 -9.065
H -1.417 -3.179 -7.878
H -1.589 -4.007 -10.731
H -2.164 -2.373 -10.461
H -2.905 -5.096 -8.066
H -3.338 -5.829 -9.646
H -4.444 -5.146 -8.453
C -1.493 -7.784 8.672
O -2.415 -7.079 9.417
C -3.578 -7.873 9.787
C -4.797 -7.066 10.397
N -5.213 -5.995 9.578
C -6.593 -5.543 9.844
C -7.185 -4.648 8.810
O -8.613 -4.732 8.756
C -9.202 -3.779 7.956
H -1.100 -8.659 9.188
H -0.723 -7.059 8.409
H -1.888 -8.126 7.715
H -3.415 -8.710 10.465
H -4.034 -8.167 8.841
H -4.585 -6.560 11.339
H -5.690 -7.688 10.452
H -4.956 -6.026 8.602
H -6.611 -5.098 10.838
H -7.353 -6.299 10.043
H -6.967 -4.997 7.800
H -6.839 -3.618 8.904
H -10.280 -3.938 7.981
H -8.791 -3.763 6.946
H -9.093 -2.800 8.423
C -3.200 6.601 -11.119
O -2.414 5.696 -11.103
N -4.369 6.460 -11.612
N -3.156 7.728 -10.505
H -5.094 7.145 -11.457
H -4.480 5.559 -12.057
H -2.284 8.020 -10.087
H -3.881 8.431 -10.515
C 9.670 -1.851 1.519
O 9.847 -3.022 1.230
N 9.417 -1.395 2.730
N 9.715 -0.898 0.722
H 9.600 -1.933 3.565
H 9.478 -0.392 2.828
H 10.195 -1.117 -0.139
H 9.366 0.031 0.909
C 8.031 -8.335 5.594
O 7.079 -8.319 4.891
N 9.159 -7.736 5.410
N 8.171 -9.150 6.565
H 10.044 -7.718 5.898
H 9.181 -7.198 4.556
H 8.968 -9.039 7.175
H 7.343 -9.688 6.777
C -4.876 -3.052 0.215
O -5.997 -3.132 -0.174
N -4.602 -2.488 1.330
N -3.921 -3.588 -0.433
H -3.620 -2.339 1.509
H -5.358 -2.042 1.830
H -2.966 -3.686 -0.118
H -4.382 -4.043 -1.208
C -2.083 2.259 7.932
O -1.605 2.492 6.836
N -3.206 2.804 8.348
N -1.558 1.500 8.840
H -3.792 3.393 7.774
H -3.720 2.403 9.119
H -0.780 0.900 8.605
H -1.765 1.448 9.827
C -8.341 8.571 -6.900
O -7.931 9.209 -7.787
N -9.472 8.629 -6.271
N -7.632 7.545 -6.494
H -10.069 9.438 -6.179
H -9.497 7.951 -5.523
H -7.923 6.753 -5.940
H -6.661 7.506 -6.769
C 1.940 10.037 -2.448
O 2.982 10.076 -3.013
N 1.450 10.921 -1.516
N 1.153 8.991 -2.588
H 1.998 11.770 -1.513
H 0.510 10.875 -1.150
H 0.233 8.873 -2.190
H 1.529 8.169 -3.040
C 4.152 -9.244 -0.993
O 3.880 -9.681 -2.083
N 3.412 -9.633 0.034
N 5.049 -8.354 -0.788
H 3.693 -9.270 0.934
H 2.534 -10.107 -0.122
H 5.201 -7.769 -1.597
H 5.290 -8.093 0.157
```

Entry 2:
# C38H107N7O12

12 unconnected molecules or ions with the total composition C38H107N7O12 in a non-equilibrium geometry (ωB97M-V/def2-TZVPD, the OMol25 dataset).

Calculated values
LUMO level	0.19	eV
SMILES	COC[C@H](C)N.COC[C@H](C)N.COC[C@H](C)N.COC[C@H](C)N.COC[C@H](C)N.COC[C@H](C)N.COC[C@H](C)N.CCO.CCO.CCO.CCO.CCO
molar mass	854.31	u
HOMO energy	-0.31239	Eh
orbital gap	8.69	eV
strongest force on any atom	2.478	eV Å⁻¹
energy relative to the best compared isomer or geometry (same formula, charge and spin)	49.9	kcal per mole

Geometry as XYZ:
```
164
C38H107N7O12, DFT ωB97M-V/def2-TZVPD
C 5.775 4.227 -0.548
C 5.198 3.837 0.770
C 4.135 2.693 0.628
O 3.091 2.917 -0.351
C 2.105 3.923 -0.062
N 6.326 3.458 1.613
H 6.128 3.332 -1.061
H 6.506 5.016 -0.382
H 4.976 4.618 -1.183
H 4.641 4.641 1.255
H 3.749 2.493 1.630
H 4.692 1.797 0.351
H 2.500 4.869 0.314
H 1.542 3.586 0.812
H 1.454 4.037 -0.925
H 6.847 4.322 1.700
H 6.953 2.906 1.040
C 2.719 -3.915 4.901
C 2.302 -2.862 5.872
C 0.777 -2.949 6.090
O 0.046 -2.604 4.931
C 0.186 -1.264 4.467
N 3.013 -3.145 7.132
H 2.339 -4.898 5.193
H 3.799 -4.067 4.863
H 2.299 -3.812 3.900
H 2.588 -1.882 5.489
H 0.488 -2.321 6.939
H 0.437 -3.960 6.321
H 0.075 -0.559 5.292
H -0.585 -1.055 3.725
H 1.092 -1.090 3.883
H 2.872 -4.126 7.337
H 2.494 -2.612 7.820
C 1.037 1.589 -2.833
C 2.272 1.694 -3.760
C 1.775 1.943 -5.224
O 1.075 0.785 -5.636
C 0.231 0.999 -6.730
N 3.177 2.676 -3.227
H 1.383 1.187 -1.880
H 0.275 0.881 -3.165
H 0.551 2.559 -2.724
H 2.835 0.766 -3.869
H 2.608 2.168 -5.894
H 1.099 2.803 -5.261
H -0.598 1.681 -6.530
H -0.001 0.053 -7.217
H 0.807 1.500 -7.516
H 2.688 3.562 -3.158
H 3.342 2.489 -2.242
C 1.038 -2.136 -3.965
C 0.309 -3.204 -3.180
C 0.432 -4.610 -3.723
O 0.130 -4.759 -5.102
C 0.441 -6.043 -5.590
N 0.673 -3.124 -1.746
H 2.067 -2.465 -4.125
H 1.068 -1.130 -3.547
H 0.595 -1.991 -4.952
H -0.760 -2.980 -3.194
H -0.231 -5.282 -3.170
H 1.424 -5.054 -3.598
H 1.459 -6.371 -5.371
H 0.243 -6.126 -6.658
H -0.265 -6.740 -5.129
H 0.375 -2.206 -1.437
H 1.681 -3.052 -1.633
C -5.357 1.652 -0.297
C -5.084 2.738 -1.332
C -5.724 4.087 -0.933
O -7.125 4.177 -1.054
C -7.583 4.088 -2.413
N -3.658 2.872 -1.438
H -5.060 0.696 -0.730
H -6.416 1.624 -0.038
H -4.769 1.850 0.598
H -5.482 2.451 -2.309
H -5.323 4.873 -1.583
H -5.402 4.369 0.070
H -7.057 4.676 -3.166
H -8.642 4.339 -2.359
H -7.602 3.044 -2.732
H -3.235 2.105 -1.949
H -3.488 3.623 -2.100
C 3.547 -4.930 -0.380
C 4.055 -4.455 -1.754
C 4.426 -2.957 -1.809
O 3.277 -2.218 -1.416
C 3.522 -0.843 -1.367
N 5.182 -5.229 -2.254
H 4.265 -4.913 0.441
H 3.156 -5.939 -0.520
H 2.713 -4.301 -0.068
H 3.225 -4.696 -2.420
H 4.812 -2.657 -2.785
H 5.252 -2.844 -1.100
H 4.459 -0.587 -0.866
H 2.695 -0.429 -0.788
H 3.568 -0.302 -2.314
H 5.871 -5.401 -1.531
H 4.861 -6.180 -2.392
C -1.986 1.364 6.380
C -1.803 2.463 5.352
C -0.815 2.151 4.233
O 0.485 1.949 4.815
C 1.543 1.987 3.882
N -3.097 2.717 4.755
H -2.433 0.430 6.030
H -2.638 1.616 7.217
H -1.010 1.119 6.801
H -1.476 3.315 5.950
H -0.671 3.073 3.661
H -1.042 1.355 3.523
H 2.544 1.887 4.301
H 1.563 2.921 3.312
H 1.439 1.189 3.142
H -2.987 3.111 3.826
H -3.695 1.906 4.681
C -1.310 -4.041 2.344
C -0.234 -3.727 1.319
O -0.229 -4.799 0.360
H -2.223 -4.350 1.836
H -1.526 -3.214 3.020
H -0.872 -4.872 2.898
H 0.741 -3.630 1.800
H -0.566 -2.820 0.809
H 0.108 -4.397 -0.456
C -3.409 -0.299 -5.584
C -2.228 -0.709 -4.688
O -2.733 -0.884 -3.388
H -4.023 -1.144 -5.902
H -3.202 0.326 -6.452
H -4.131 0.250 -4.976
H -1.504 0.104 -4.672
H -1.759 -1.649 -4.983
H -3.323 -1.638 -3.483
C -3.972 -1.594 2.002
C -3.548 -0.592 3.051
O -4.678 -0.264 3.865
H -4.583 -1.108 1.242
H -4.373 -2.512 2.431
H -3.027 -1.852 1.518
H -3.141 0.291 2.557
H -2.758 -1.030 3.664
H -4.599 -0.911 4.571
C -0.353 0.541 0.892
C -1.408 0.554 -0.252
O -1.360 -0.766 -0.764
H -0.681 -0.236 1.582
H -0.351 1.522 1.369
H 0.658 0.343 0.537
H -1.171 1.309 -1.005
H -2.386 0.849 0.136
H -1.810 -0.656 -1.610
C -1.253 4.770 1.126
C -2.615 4.774 1.849
O -2.987 3.446 1.908
H -1.353 4.591 0.056
H -0.565 4.069 1.600
H -0.706 5.703 1.290
H -3.341 5.278 1.206
H -2.591 5.281 2.813
H -3.217 3.142 1.025
```